# 1
Formula: C2H7LuO2
Source: the Open Molecules 2025 dataset
Level of theory: wB97M-V/def2-TZVPD

For the HOMO energy, the calculation gives -6.621 eV. The value obtained for the orbital gap is 6.9 eV.

Element x y z (Å)
1 H -1.627 -1.410 0.570
2 H -0.414 -1.390 1.616
3 C 1.469 0.666 0.432
4 H 2.445 0.668 -0.069
5 H -0.020 -0.227 -1.303
6 H -1.050 0.181 1.247
7 H 0.939 1.564 0.066
8 C -0.755 -0.768 0.766
9 O 0.793 -0.506 0.049
10 H 1.506 0.766 1.530
11 Lu -2.161 0.601 -3.319
12 O -1.128 -0.145 -1.585

---

# 2
Formula: C24H42As2N5O2Pd
Source: the Open Molecules 2025 dataset
Level of theory: wB97M-V/def2-TZVPD

For the HOMO energy (alpha / beta), the calculation gives -10.788 / -10.735 eV. As for the total charge: +1. The value obtained for the orbital gap (alpha / beta) is 6.5 / 6.5 eV.

Element x y z (Å)
1 H 0.359 0.024 -5.119
2 H 4.566 0.521 2.120
3 H 1.580 0.722 -4.031
4 H 0.541 2.307 4.469
5 C -3.435 1.336 -0.257
6 C 4.415 0.744 3.175
7 H 1.233 -1.012 -3.977
8 H 4.540 1.816 3.326
9 O -0.585 -1.984 -0.870
10 H 2.861 1.740 5.261
11 As -0.589 0.269 -2.740
12 H 1.844 -1.527 3.624
13 C -1.182 3.075 5.543
14 C 2.845 -2.929 -1.316
15 C 3.031 0.289 3.652
16 H -2.935 -0.732 -2.971
17 H -2.133 -0.647 -4.557
18 H -2.400 3.574 1.719
19 O 3.721 -0.887 -0.281
20 C -1.321 2.024 -3.240
21 H -1.680 -0.681 5.137
22 N -1.198 0.090 1.914
23 H -4.273 1.924 -0.640
24 H -0.899 1.800 -5.329
25 C 0.791 -0.026 -4.118
26 Pd -0.182 0.325 -0.091
27 N -1.104 1.062 4.157
28 H -1.378 4.616 0.704
29 H 3.484 -1.725 4.243
30 C -2.212 3.910 0.695
31 H 1.715 -0.410 1.549
32 H -3.088 3.113 6.544
33 H -0.726 2.955 3.410
34 H 1.103 -3.471 -2.553
35 H -2.371 0.959 7.203
36 C -2.424 4.474 -3.958
37 C -1.407 0.347 5.379
38 N 1.476 -1.150 -0.597
39 H -2.854 5.425 -4.231
40 H -1.708 -1.925 -3.385
41 H -3.502 0.595 5.900
42 C -1.331 2.436 -4.568
43 H -0.501 0.330 5.998
44 C -2.597 2.547 5.753
45 H 5.181 0.222 3.741
46 C 1.383 -3.324 -1.510
47 H -3.325 0.419 -0.842
48 H 2.574 0.864 0.960
49 C -1.116 0.522 2.988
50 H 2.120 1.986 2.938
51 C -2.428 4.072 -2.633
52 C -1.855 3.665 -4.926
53 H -3.623 1.048 0.779
54 N 1.775 0.613 1.556
55 H 3.410 -2.853 -2.245
56 H -3.113 4.402 0.323
57 C 2.782 -1.538 -0.680
58 H 1.090 -4.216 -0.957
59 H -1.810 3.989 -5.954
60 C 2.882 -1.226 3.489
61 H -1.192 4.152 5.382
62 C -0.542 2.393 4.330
63 C 0.639 -2.121 -0.967
64 H -3.176 2.679 4.836
65 As -1.734 2.303 -0.368
66 C -1.853 2.863 -2.254
67 H -2.878 4.715 -1.888
68 H 3.241 -1.556 2.514
69 C -2.545 1.063 6.132
70 C 2.837 0.660 5.124
71 C -1.994 -0.880 -3.500
72 H 3.631 0.223 5.725
73 H 1.887 0.277 5.489
74 N 1.954 0.984 2.908
75 H -0.593 2.875 6.439
76 H 3.394 -3.605 -0.662

---

# 3
Formula: C3H6OS
Source: the Open Molecules 2025 dataset
Level of theory: wB97M-V/def2-TZVPD

For the HOMO energy, the calculation gives -9.494 eV. The value obtained for the orbital gap is 10.3 eV. The SMILES is CCSC=O.

Element x y z (Å)
1 C 0.374 0.295 -0.161
2 H 1.893 -1.484 -0.339
3 C -2.334 0.028 0.030
4 H 0.113 0.685 -1.094
5 H 2.395 0.186 -0.557
6 H 2.083 -0.383 1.231
7 H -2.153 1.078 0.362
8 C 1.769 -0.375 0.052
9 H 0.196 1.186 0.540
10 O -3.457 -0.328 -0.031
11 S -0.879 -0.889 -0.033

---

# 4
Formula: C2H9N2O
Source: the Open Molecules 2025 dataset
Level of theory: wB97M-V/def2-TZVPD

For the HOMO energy, the calculation gives -12.871 eV. As for the total charge: +1. The value obtained for the orbital gap is 9.5 eV.

Element x y z (Å)
1 H 0.297 -0.819 -1.217
2 H -2.517 -1.549 0.998
3 H 2.856 -0.597 0.265
4 N -0.508 1.271 0.121
5 H 2.058 -2.059 -0.171
6 H -2.999 -0.642 -0.101
7 H -0.622 1.274 1.137
8 H -1.061 0.449 -0.136
9 C 1.078 -0.361 -0.602
10 O -2.530 -0.619 0.748
11 C 0.883 0.971 -0.313
12 H 1.692 1.635 -0.050
13 H -0.814 2.120 -0.350
14 N 2.188 -1.072 -0.328

---

# 5
Formula: C24H33BrN3NiO6PS
Source: the Open Molecules 2025 dataset
Level of theory: wB97M-V/def2-TZVPD

For the HOMO energy (alpha / beta), the calculation gives -8.715 / -8.705 eV. The spin multiplicity is 3. The value obtained for the orbital gap (alpha / beta) is 8.8 / 8.4 eV. As for the expectation value of S²: 2.009.

Element x y z (Å)
1 C -3.832 2.269 1.285
2 H 2.812 -4.308 -1.474
3 H -1.368 0.029 4.740
4 C -0.263 6.658 0.718
5 H -1.430 4.723 5.172
6 O -2.524 1.778 0.883
7 C -0.266 -5.324 -1.706
8 O 0.285 1.994 0.056
9 Ni 0.082 0.102 0.298
10 C -1.304 3.714 4.774
11 H -4.307 3.214 -0.596
12 C -2.454 -1.755 2.396
13 N 1.064 -5.373 -1.742
14 H -5.040 -0.867 -2.072
15 H -3.590 -3.397 3.146
16 H -2.333 0.533 -1.854
17 H 0.958 1.361 6.195
18 P -2.174 0.251 0.747
19 H -4.529 -2.270 2.155
20 H 0.180 3.649 -1.655
21 H -2.141 -2.256 1.478
22 H -1.916 3.038 5.373
23 C -0.286 6.854 -0.657
24 H -0.655 -0.682 6.195
25 H -4.570 1.476 1.161
26 H -0.806 -6.228 -1.959
27 C 1.134 -3.052 -1.088
28 O 1.472 -0.717 -0.620
29 H -2.536 -1.220 -1.983
30 C -4.140 3.483 0.448
31 H -1.643 -1.835 3.119
32 O -2.644 -0.338 2.143
33 C 0.052 4.498 -0.998
34 C -4.336 -0.083 -2.352
35 C 0.076 4.294 0.378
36 H -5.037 3.978 0.824
37 H -0.425 7.849 -1.061
38 H -0.063 5.212 2.299
39 C -0.815 0.251 5.652
40 N 0.407 1.959 4.309
41 H 0.753 4.013 4.211
42 C 0.521 0.898 5.311
43 Br -2.842 -4.161 -1.396
44 O 3.235 -2.054 -0.819
45 H -4.766 0.885 -2.090
46 C -0.126 5.772 -1.513
47 C -0.081 5.382 1.232
48 H -0.386 7.498 1.388
49 C 0.423 1.719 2.987
50 H -0.139 5.923 -2.585
51 H 0.548 3.349 5.827
52 C -3.741 -2.344 2.905
53 H -4.070 -1.828 3.808
54 C -0.949 -4.168 -1.375
55 H -3.764 2.510 2.345
56 N 0.237 2.821 2.245
57 H -4.199 -0.115 -3.433
58 O -3.255 -0.405 -0.232
59 C 0.225 2.904 0.924
60 H -1.667 3.700 3.746
61 C 2.036 -1.876 -0.803
62 S 0.774 0.094 2.484
63 C 1.731 -4.261 -1.441
64 C 0.164 3.320 4.807
65 C -3.017 -0.297 -1.658
66 H -3.311 4.190 0.492
67 H -0.793 -2.109 -0.827
68 H -1.430 0.900 6.276
69 C -0.250 -3.017 -1.060
70 H 1.232 0.153 4.961

---

# 6
Formula: C34H28BrCl2FN3O3S2Ti
Source: the Open Molecules 2025 dataset
Level of theory: wB97M-V/def2-TZVPD

For the HOMO energy, the calculation gives -10.305 eV. As for the total charge: +1. The value obtained for the orbital gap is 7.3 eV.

Element x y z (Å)
1 C -0.693 5.140 0.366
2 N -0.700 -1.542 -0.939
3 H 3.768 0.573 -0.701
4 C -2.885 1.315 -1.112
5 C -0.802 -1.621 -2.269
6 C 2.940 -3.082 -3.901
7 C -5.874 -0.431 0.341
8 H 4.834 -0.701 5.904
9 C 3.494 1.387 -1.371
10 H 4.253 1.542 -2.136
11 C 1.045 3.839 2.111
12 O 0.198 1.775 1.349
13 C 2.734 -1.999 -4.743
14 C 2.440 -0.752 -4.208
15 N -2.665 3.477 -1.061
16 O 1.024 0.717 -1.017
17 C -1.881 -0.429 1.840
18 H -4.319 2.645 -2.155
19 C 2.862 -2.928 -2.522
20 F -7.129 -0.411 -0.149
21 H 5.572 -1.787 3.790
22 N -1.767 1.612 -0.358
23 H 0.165 6.950 1.104
24 C -0.782 -2.797 -2.989
25 H -3.217 0.303 -1.255
26 H 1.704 3.305 2.781
27 C 3.712 -1.450 2.811
28 C -4.139 0.608 1.590
29 C -3.779 -1.531 0.590
30 C 4.165 -0.766 5.059
31 C 0.169 5.872 1.161
32 C -0.705 3.743 0.420
33 C 2.578 -1.689 -1.972
34 H 2.252 0.096 -4.853
35 C -3.447 2.461 -1.557
36 C 1.032 5.220 2.037
37 H -2.833 4.461 -1.184
38 H -1.814 0.240 2.700
39 H 1.698 5.795 2.666
40 C 2.887 -0.245 5.142
41 H -0.510 -4.846 -0.303
42 Br -1.024 -0.052 -3.302
43 O -0.612 -5.125 -3.008
44 C -1.664 2.942 -0.335
45 C -5.071 -1.523 0.083
46 S 1.426 -1.154 1.414
47 Ti -0.327 0.297 0.590
48 S 1.952 0.981 -2.178
49 H -1.359 5.671 -0.301
50 H -3.782 1.442 2.184
51 Cl 4.313 -2.200 1.361
52 C -5.434 0.635 1.103
53 H -0.859 -2.792 -4.065
54 H 2.504 -1.563 -0.899
55 C 4.579 -1.373 3.885
56 C -0.622 -2.720 -0.291
57 Cl 0.440 0.324 4.261
58 H -0.539 -5.895 -2.431
59 H -1.546 -1.413 2.178
60 C -0.657 -3.994 -2.294
61 H -0.554 -2.663 0.788
62 C -0.592 -3.950 -0.903
63 H 2.793 -2.124 -5.816
64 C 2.410 -0.942 2.852
65 C 2.375 -0.615 -2.829
66 H 3.164 -4.052 -4.322
67 H -6.102 1.460 1.308
68 C 2.033 -0.333 4.053
69 H 3.027 -3.775 -1.868
70 H -3.158 -2.400 0.408
71 H 3.323 2.307 -0.815
72 H -5.463 -2.354 -0.487
73 C -3.279 -0.461 1.333
74 C 0.187 3.114 1.294
75 H 2.535 0.229 6.046

---

# 7
Formula: C3H13NO3
Source: the Open Molecules 2025 dataset
Level of theory: wB97M-V/def2-TZVPD

For the HOMO energy, the calculation gives -9.416 eV. The value obtained for the orbital gap is 10.0 eV. The SMILES is C[C@H](O)CN.O.O.

Element x y z (Å)
1 H -2.057 2.980 0.261
2 H 1.037 1.783 0.892
3 H 0.137 1.247 -1.101
4 O 0.067 -1.508 0.943
5 C -0.028 -0.117 0.606
6 H -1.461 -1.114 -1.186
7 N -1.063 -0.295 -1.623
8 H -2.718 1.627 0.303
9 H -1.043 0.228 0.895
10 H 2.011 -2.448 -1.380
11 C 0.897 0.816 1.374
12 H 1.022 -0.361 -1.210
13 H -0.943 -0.328 -2.621
14 H -0.728 -1.927 0.631
15 O -2.194 2.226 0.845
16 H 0.786 1.070 2.425
17 H 1.885 0.333 1.326
18 C 0.105 0.175 -0.853
19 H 1.786 -2.076 0.044
20 O 2.502 -2.311 -0.572

---

# 8
Formula: C17H22Br2F3NO4
Source: the Open Molecules 2025 dataset
Level of theory: wB97M-V/def2-TZVPD

For the HOMO energy, the calculation gives -9.497 eV. The value obtained for the orbital gap is 9.8 eV. The SMILES is CC(=O)OCCCCNC(=O)OCC[C@@](F)(Br)C(F)(F)Br.c1ccccc1.

Element x y z (Å)
1 C -4.386 2.444 -1.926
2 O -0.888 -1.233 1.770
3 H -2.380 -0.254 0.631
4 Br 5.606 0.366 0.711
5 C -0.627 -2.320 1.035
6 C -6.726 2.258 -1.406
7 O 2.412 -0.688 -1.315
8 C -0.416 0.371 -0.091
9 H -7.519 0.266 -1.350
10 C 0.343 -3.287 1.690
11 O -1.109 -2.566 -0.008
12 H -3.356 0.594 -2.286
13 C 3.430 -1.603 0.731
14 C -6.640 0.877 -1.512
15 C 0.745 1.204 0.506
16 H 3.297 -2.654 0.995
17 H -7.673 2.725 -1.164
18 H 4.446 -1.265 -1.221
19 H -5.359 -0.798 -1.908
20 C -5.427 0.279 -1.826
21 C -5.598 3.042 -1.608
22 N 2.811 1.614 -0.895
23 H 3.235 -2.525 -1.206
24 O 3.183 0.653 -2.877
25 F 5.404 -0.555 3.615
26 H -0.074 -0.412 -0.765
27 C -1.369 -0.112 1.014
28 C 1.413 2.050 -0.600
29 H -0.996 1.060 -0.714
30 H -1.454 0.712 1.722
31 C 4.294 -0.737 2.936
32 H 1.462 3.076 -0.238
33 H 0.639 -2.910 2.670
34 H -3.507 3.056 -2.087
35 C 2.837 0.517 -1.767
36 Br 3.188 -2.063 3.823
37 H 1.225 -3.437 1.075
38 H 0.278 1.885 1.218
39 C -4.301 1.063 -2.037
40 F 5.564 -2.176 1.612
41 H 3.210 2.372 -1.437
42 H 0.823 2.052 -1.523
43 H 2.539 -1.098 1.093
44 C 4.691 -1.166 1.479
45 F 3.671 0.415 2.920
46 C 3.475 -1.540 -0.811
47 H 1.453 0.547 1.000
48 H -0.204 -4.213 1.849
49 H -5.664 4.119 -1.519